{"formula": "C8H9P", "method": "ωB97M-V/def2-TZVPD", "species": ["C", "C", "P", "H", "H", "H", "C", "C", "C", "C", "C", "C", "H", "H", "H", "H", "H", "H"], "xyz": [[-0.7119, 3.0315, 1.2825], [0.4974, 3.2093, 1.1661], [2.3712, 3.0980, 1.0945], [-1.7307, 2.5991, 1.4772], [2.6613, 2.5439, -0.2084], [2.7184, 2.0023, 1.9714], [-1.4306, -0.5589, 0.0448], [-1.8317, -1.7057, -0.6309], [-0.8856, -2.5182, -1.2450], [0.4634, -2.1887, -1.1750], [0.8646, -1.0437, -0.4960], [-0.0824, -0.2260, 0.1105], [-2.1697, 0.0763, 0.5209], [-2.8834, -1.9662, -0.6797], [-1.1992, -3.4090, -1.7775], [1.2020, -2.8250, -1.6499], [1.9172, -0.7877, -0.4402], [0.2298, 0.6687, 0.6346]], "atomic_forces_ev_per_a": [[0.9, -0.6, 0.4], [-0.3, -1.5, 0.0], [-0.7, 1.1, 0.1], [1.6, 1.2, -0.5], [-0.7, -0.2, 0.8], [-0.8, 0.2, -0.7], [0.1, -0.1, 0.0], [0.0, 0.0, 0.0], [0.0, 0.0, 0.0], [0.0, 0.0, 0.0], [-0.1, 0.0, 0.0], [0.0, -0.1, 0.0], [0.0, 0.0, 0.0], [0.1, 0.0, 0.0], [0.0, 0.0, 0.0], [0.0, 0.0, 0.0], [-0.1, 0.0, 0.0], [0.0, -0.1, 0.0]], "gap_ev": 10.02, "e_homo_ev": -9.286, "smiles": "c1ccccc1.C#CP", "e_tot_ev": -17727.5178, "max_force_ev_per_a": 2.0, "lumo_ev": 0.74, "relative_energy_kcal_mol": 29.2}

***

{"formula": "CH2O2S2", "method": "ωB97M-V/def2-TZVPD", "species": ["C", "O", "O", "S", "S", "H", "H"], "xyz": [[0.3270, 0.3407, -0.0587], [-2.1454, 0.1706, -0.8346], [-1.7273, -0.4554, 1.4848], [1.6599, -0.2346, 0.8321], [-1.2948, -0.5118, 0.1060], [0.7339, 0.5321, -1.3938], [2.4466, 0.1584, -0.1358]], "atomic_forces_ev_per_a": [[1.0, -0.5, -4.2], [-0.4, -0.4, -0.8], [0.4, -0.7, 0.3], [-0.5, 0.2, 0.5], [0.2, 1.9, 0.1], [-1.8, -0.5, 4.3], [1.1, 0.0, -0.3]], "gap_ev": [7.04, 7.68], "e_homo_ev": [-9.162, -9.492], "e_tot_ev": -26830.4732, "max_force_ev_per_a": 4.7, "lumo_ev": [-2.13, -1.81], "relative_energy_kcal_mol": 82.6}

***

{"formula": "C28H31BaF6N8O8S3", "method": "ωB97M-V/def2-TZVPD", "species": ["Ba", "C", "C", "C", "C", "C", "N", "C", "C", "C", "N", "C", "C", "C", "C", "C", "C", "C", "C", "N", "C", "C", "C", "N", "C", "C", "C", "C", "O", "C", "O", "H", "H", "H", "H", "H", "H", "H", "H", "H", "H", "H", "H", "H", "H", "H", "H", "H", "H", "H", "H", "H", "H", "H", "H", "H", "H", "H", "H", "N", "N", "C", "O", "O", "H", "H", "H", "F", "C", "F", "F", "S", "O", "O", "N", "S", "O", "O", "C", "F", "F", "F", "S", "C", "N"], "xyz": [[0.3837, 0.6774, 0.4117], [-5.2859, -1.4032, -4.8638], [-4.2512, -1.4858, -3.7979], [-3.1683, -2.2882, -3.8561], [-2.2179, -2.3316, -2.7811], [-1.1324, -3.2224, -2.8117], [-0.2687, -3.3822, -1.8350], [0.7960, -4.3433, -1.8914], [1.9700, -4.0672, -0.9863], [2.6005, -2.6946, -1.2951], [3.7105, -2.1537, -0.4917], [3.7584, -1.9824, 0.7691], [2.8258, -2.3421, 1.8612], [3.4193, -2.8080, 3.0527], [2.6885, -2.9545, 4.1584], [3.3578, -3.3158, 5.5029], [1.3183, -2.7109, 4.0997], [0.6745, -2.3355, 2.9612], [-0.6865, -1.9125, 3.1453], [-1.2186, -0.9576, 2.5520], [-2.6069, -0.5634, 2.8897], [-2.7388, 0.9681, 2.8532], [-3.2908, 1.4848, 1.5533], [-2.7700, 0.7439, 0.3642], [-3.6920, 0.3750, -0.4417], [-3.4862, -0.5089, -1.6361], [-4.3334, -0.5974, -2.7093], [-2.2681, -1.3451, -1.6798], [-1.2520, -1.1793, -0.9516], [1.3716, -2.1657, 1.7425], [0.7398, -1.9306, 0.6808], [-6.2463, -1.8450, -4.5566], [-4.8928, -1.9217, -5.7307], [-5.4626, -0.3183, -5.0320], [-2.9052, -2.9241, -4.6584], [-1.0321, -3.7925, -3.7276], [-0.1163, -2.6639, -1.1821], [1.2321, -4.4842, -2.9344], [0.4423, -5.3585, -1.5628], [2.7850, -4.7465, -1.1463], [1.7325, -4.0680, 0.0737], [1.8271, -1.9045, -1.2160], [2.9452, -2.7813, -2.3758], [4.3382, -1.4641, -0.9787], [4.6624, -1.4879, 1.1423], [4.4990, -2.9123, 3.0262], [4.3681, -3.6329, 5.3138], [2.8109, -4.0053, 6.2022], [3.3568, -2.3825, 6.1123], [0.8316, -2.8081, 5.0809], [-1.2124, -2.3325, 4.0175], [-2.9252, -0.8978, 3.8261], [-3.2531, -0.9493, 2.0772], [-1.6755, 1.3622, 3.0172], [-3.2531, 1.2826, 3.7583], [-2.9523, 2.5572, 1.5465], [-4.3563, 1.5256, 1.5162], [-4.7337, 0.5394, -0.2107], [-5.2921, -0.0268, -2.7889], [2.2813, 2.8287, -0.9087], [3.5452, 2.3231, -1.1020], [3.5878, 0.8607, -1.0046], [4.7293, 0.3563, -1.1129], [2.5431, 0.2223, -0.6860], [1.7079, 2.9609, -1.7538], [2.3016, 3.7628, -0.4959], [4.1170, 2.5726, -1.9361], [-0.2186, 5.4924, 1.2953], [-1.2872, 5.5360, 0.4724], [-1.4655, 6.8474, 0.1786], [-2.3257, 5.1097, 1.2103], [-0.9429, 4.5096, -0.9723], [-0.6890, 3.2782, -0.2922], [-2.0743, 4.7435, -1.8266], [0.4538, 5.0013, -1.5623], [0.5949, 5.8935, -2.8746], [1.1053, 5.1435, -3.9677], [-0.4029, 6.8828, -3.1425], [2.0111, 6.9788, -2.2902], [3.0587, 6.2437, -1.8914], [2.4050, 7.6839, -3.3340], [1.5828, 7.8456, -1.3854], [0.9810, 0.0322, 6.0867], [0.9368, 0.8021, 4.6043], [0.9941, 1.2627, 3.5131]], "atomic_forces_ev_per_a": [[-1.1, 0.3, 1.0], [-0.2, 0.6, 0.2], [0.7, -0.1, -0.1], [1.0, -0.1, 1.4], [0.3, 0.8, 0.7], [-1.1, 1.0, 0.0], [1.0, -1.2, -1.7], [1.0, -2.4, -0.8], [1.2, 2.0, 1.1], [-0.7, 0.8, -1.6], [0.0, -0.2, -1.5], [-0.7, -0.6, 2.8], [-0.5, 0.0, -2.0], [0.7, 1.3, -1.5], [0.3, -1.4, 2.5], [-1.4, 1.1, 0.4], [0.3, -0.4, 1.2], [0.2, 0.1, 0.8], [-0.9, -0.3, 1.4], [-1.4, 1.3, -1.4], [1.0, 0.7, -2.1], [2.4, -0.7, 0.7], [1.2, 1.5, -0.4], [-1.0, 0.8, 0.2], [0.9, -0.9, -0.3], [1.1, 0.0, 0.3], [-1.8, 0.5, 1.0], [0.7, 0.2, -0.7], [-1.3, 0.0, -0.5], [1.7, -1.0, 0.4], [0.2, 0.6, -0.9], [0.3, 0.0, -0.1], [-0.3, 0.2, -0.4], [0.0, -0.8, -0.5], [-0.3, -0.7, -1.1], [0.2, -0.6, 0.2], [-0.6, 1.4, 1.6], [-0.9, 0.3, 0.9], [-0.1, 0.8, -0.5], [0.0, -1.0, -0.2], [-0.4, -0.3, 0.0], [0.5, -0.5, -0.4], [-0.1, 0.5, 1.3], [-0.3, -0.3, 0.0], [-0.1, -0.1, -0.4], [0.0, -0.1, 0.3], [0.4, -0.3, 0.2], [0.4, 0.1, -1.2], [0.4, -0.4, -0.4], [-0.3, 0.2, -0.7], [0.1, -0.3, -0.1], [-0.4, -1.0, 1.6], [0.2, -0.2, 0.6], [-1.3, -0.4, -0.3], [-0.5, 0.4, -0.3], [-0.3, -0.8, -0.7], [-1.0, -0.2, 0.1], [-0.6, 0.4, 0.0], [1.0, 0.1, 0.7], [-1.5, 1.2, -0.3], [1.0, -2.5, -0.8], [1.1, 0.9, 0.9], [-0.4, -0.2, -0.6], [0.3, 0.7, -0.6], [0.6, -0.2, 0.2], [0.2, -0.4, 0.0], [-0.8, 0.3, 0.9], [0.0, -0.1, -0.2], [0.8, 1.8, 1.7], [-0.3, -1.0, -0.2], [0.0, 0.0, -0.8], [0.5, 1.3, -1.2], [-0.3, -1.3, 0.0], [0.3, -0.7, 0.2], [-1.3, -0.2, 0.4], [0.5, 1.5, 0.8], [0.4, -0.8, -0.5], [-0.6, -0.2, 0.2], [-0.8, -1.0, -0.8], [-0.2, 0.4, 0.6], [0.4, 0.5, -0.8], [0.4, -0.3, 0.7], [-0.2, 0.5, -0.5], [0.5, 0.1, -1.3], [-0.4, -0.7, 1.3]], "gap_ev": 5.90, "e_homo_ev": -4.925, "e_tot_ev": -107347.6548, "total_charge": -1, "max_force_ev_per_a": 3.0, "lumo_ev": 0.98, "relative_energy_kcal_mol": 0.0}

***

{"formula": "C4H11NOS", "method": "ωB97M-V/def2-TZVPD", "species": ["C", "O", "C", "C", "C", "S", "N", "H", "H", "H", "H", "H", "H", "H", "H", "H", "H", "H"], "xyz": [[1.4629, -0.0219, 0.7121], [2.3328, -1.2007, 0.7077], [0.5834, -0.0841, -0.5190], [-0.7654, 0.6986, -0.2654], [-1.7025, -0.0273, 0.6775], [-3.1894, -0.9049, 0.1524], [1.2810, 0.5489, -1.6168], [1.0428, -0.1804, 1.7079], [1.9957, 0.9312, 0.7908], [2.5822, -1.3771, -0.2019], [0.1651, -1.0598, -0.7516], [-0.5540, 1.7250, 0.0385], [-1.2271, 0.8711, -1.2449], [-2.1336, 0.7996, 1.2568], [-1.2094, -0.6788, 1.4047], [-3.9364, -0.7232, 1.2531], [0.9889, 0.2976, -2.5471], [2.2830, 0.3863, -1.5548]], "atomic_forces_ev_per_a": [[0.7, -2.1, 0.6], [0.2, 0.9, -0.1], [-2.4, 1.7, 0.5], [0.8, -0.4, -1.4], [-0.6, 1.3, 2.0], [-0.3, -0.5, -1.1], [1.0, 0.2, 0.0], [-1.0, 0.4, -0.4], [0.2, -0.1, -0.5], [0.2, -0.1, -0.1], [0.8, -0.7, 0.2], [0.1, -0.1, 0.5], [-0.1, -0.3, 0.0], [0.1, -0.3, 0.3], [0.4, 0.2, -0.3], [0.3, 0.1, 0.0], [-0.3, -0.2, 0.0], [-0.2, 0.1, -0.1]], "gap_ev": 9.84, "e_homo_ev": -8.999, "smiles": "N[C@@H](CO)CCS", "e_tot_ev": -18698.1781, "max_force_ev_per_a": 3.0, "lumo_ev": 0.84, "relative_energy_kcal_mol": 40.1}

***

Repeat the fourth record exactly.
{"formula": "C4H11NOS", "method": "ωB97M-V/def2-TZVPD", "species": ["C", "O", "C", "C", "C", "S", "N", "H", "H", "H", "H", "H", "H", "H", "H", "H", "H", "H"], "xyz": [[1.4629, -0.0219, 0.7121], [2.3328, -1.2007, 0.7077], [0.5834, -0.0841, -0.5190], [-0.7654, 0.6986, -0.2654], [-1.7025, -0.0273, 0.6775], [-3.1894, -0.9049, 0.1524], [1.2810, 0.5489, -1.6168], [1.0428, -0.1804, 1.7079], [1.9957, 0.9312, 0.7908], [2.5822, -1.3771, -0.2019], [0.1651, -1.0598, -0.7516], [-0.5540, 1.7250, 0.0385], [-1.2271, 0.8711, -1.2449], [-2.1336, 0.7996, 1.2568], [-1.2094, -0.6788, 1.4047], [-3.9364, -0.7232, 1.2531], [0.9889, 0.2976, -2.5471], [2.2830, 0.3863, -1.5548]], "atomic_forces_ev_per_a": [[0.7, -2.1, 0.6], [0.2, 0.9, -0.1], [-2.4, 1.7, 0.5], [0.8, -0.4, -1.4], [-0.6, 1.3, 2.0], [-0.3, -0.5, -1.1], [1.0, 0.2, 0.0], [-1.0, 0.4, -0.4], [0.2, -0.1, -0.5], [0.2, -0.1, -0.1], [0.8, -0.7, 0.2], [0.1, -0.1, 0.5], [-0.1, -0.3, 0.0], [0.1, -0.3, 0.3], [0.4, 0.2, -0.3], [0.3, 0.1, 0.0], [-0.3, -0.2, 0.0], [-0.2, 0.1, -0.1]], "gap_ev": 9.84, "e_homo_ev": -8.999, "smiles": "N[C@@H](CO)CCS", "e_tot_ev": -18698.1781, "max_force_ev_per_a": 3.0, "lumo_ev": 0.84, "relative_energy_kcal_mol": 40.1}

***

> What is the formula in the third record?

C28H31BaF6N8O8S3

***

What did the fourth record say?
{"formula": "C4H11NOS", "method": "ωB97M-V/def2-TZVPD", "species": ["C", "O", "C", "C", "C", "S", "N", "H", "H", "H", "H", "H", "H", "H", "H", "H", "H", "H"], "xyz": [[1.4629, -0.0219, 0.7121], [2.3328, -1.2007, 0.7077], [0.5834, -0.0841, -0.5190], [-0.7654, 0.6986, -0.2654], [-1.7025, -0.0273, 0.6775], [-3.1894, -0.9049, 0.1524], [1.2810, 0.5489, -1.6168], [1.0428, -0.1804, 1.7079], [1.9957, 0.9312, 0.7908], [2.5822, -1.3771, -0.2019], [0.1651, -1.0598, -0.7516], [-0.5540, 1.7250, 0.0385], [-1.2271, 0.8711, -1.2449], [-2.1336, 0.7996, 1.2568], [-1.2094, -0.6788, 1.4047], [-3.9364, -0.7232, 1.2531], [0.9889, 0.2976, -2.5471], [2.2830, 0.3863, -1.5548]], "atomic_forces_ev_per_a": [[0.7, -2.1, 0.6], [0.2, 0.9, -0.1], [-2.4, 1.7, 0.5], [0.8, -0.4, -1.4], [-0.6, 1.3, 2.0], [-0.3, -0.5, -1.1], [1.0, 0.2, 0.0], [-1.0, 0.4, -0.4], [0.2, -0.1, -0.5], [0.2, -0.1, -0.1], [0.8, -0.7, 0.2], [0.1, -0.1, 0.5], [-0.1, -0.3, 0.0], [0.1, -0.3, 0.3], [0.4, 0.2, -0.3], [0.3, 0.1, 0.0], [-0.3, -0.2, 0.0], [-0.2, 0.1, -0.1]], "gap_ev": 9.84, "e_homo_ev": -8.999, "smiles": "N[C@@H](CO)CCS", "e_tot_ev": -18698.1781, "max_force_ev_per_a": 3.0, "lumo_ev": 0.84, "relative_energy_kcal_mol": 40.1}